Entry 1:
Here is CH4N2O2S as an isolated structure in a non-equilibrium geometry from the Open Molecules 2025 dataset. Energies are from ωB97M-V/def2-TZVPD.

Last column: natural (NBO) charge in e.
CARTESIAN COORDINATES (ANGSTROEM)
C  0.3298  0.0274  -0.2748  -0.067
N  0.8236  1.0013  0.6120  -0.886
N  -1.1905  -0.0273  -0.1860  0.503
O  -1.6623  -0.9458  -0.7548  -0.381
O  -1.7649  0.7828  0.5180  -0.368
S  1.0452  -1.6059  0.2333  -0.012
H  0.3905  0.2736  -1.6118  0.212
H  1.3908  0.7261  1.4736  0.421
H  0.6446  1.9907  0.3407  0.410
H  -0.0070  -2.2230  -0.3503  0.169

Properties
- orbital gap (Eh) = 0.36601
- largest force on an atom (eV/A) = 4.2
- energy relative to the best compared isomer or geometry (same formula, charge and spin) (eV) = 3.794
- net charge = 0

=====

Entry 2:
Here is a 2-piece molecular cluster, CH4N2O3 overall in a non-equilibrium geometry from the Open Molecules 2025 dataset. Energies are from ωB97M-V/def2-TZVPD.

Last column: natural (NBO) charge in e.
CARTESIAN COORDINATES (ANGSTROEM)
C  3.6548  0.4980  -0.3886  -0.180
N  -9.3717  -0.3523  -0.1177  -0.047
N  -9.2061  1.0771  -0.4647  -0.001
O  -9.3750  -1.4011  -0.8332  -0.620
O  -9.3324  1.7759  0.6036  -0.615
O  4.5448  1.1878  -1.0567  -0.995
H  4.0450  -0.4541  0.0313  0.056
H  2.7328  0.3255  -1.1275  0.043
H  3.3942  1.0907  0.4875  0.076
H  -9.5722  -0.5678  0.8127  0.284

Properties
- orbital gap (Eh) = 0.24765
- largest force on an atom (eV/A) = 3.8
- energy relative to the best compared isomer or geometry (same formula, charge and spin) (eV) = 0.000
- net charge = -2

=====

Entry 3:
Here is one molecule with the formula CH4N2O3 in a non-equilibrium geometry from the Open Molecules 2025 dataset. Energies are from ωB97M-V/def2-TZVPD.

Last column: natural (NBO) charge in e.
CARTESIAN COORDINATES (ANGSTROEM)
C  -1.0222  1.3705  0.2865  -0.275
O  -0.1831  0.9942  -0.7885  -0.261
O  1.1986  0.8279  -0.1688  -0.124
N  1.5102  -0.4954  0.0932  0.081
N  0.7395  -1.3269  -0.4219  0.049
O  1.0723  -2.6312  -0.0674  -0.525
H  -1.1656  0.5285  0.9711  0.177
H  -1.9959  1.6536  -0.1262  0.206
H  -0.6014  2.2232  0.8281  0.188
H  0.4476  -3.1444  -0.6060  0.485

Properties
- orbital gap (Eh) = 0.41156
- largest force on an atom (eV/A) = 2.1
- energy relative to the best compared isomer or geometry (same formula, charge and spin) (eV) = 4.424
- net charge = 0
- SMILES = COO/N=N/O

=====

Entry 4:
Here is one molecule with the formula CH4N2O3S in a non-equilibrium geometry from the Open Molecules 2025 dataset. Energies are from ωB97M-V/def2-TZVPD.

Last column: natural (NBO) charge in e.
CARTESIAN COORDINATES (ANGSTROEM)
N  -1.8362  -0.0399  0.2433  -0.913
C  -0.5494  0.7302  -0.6092  0.460
O  -0.5518  1.8700  -0.8165  -0.482
S  0.9039  -0.4778  -0.5631  2.209
N  1.3691  -0.2137  0.9810  -1.087
O  1.9647  0.0204  -1.3620  -0.892
O  0.3526  -1.7970  -0.4721  -0.902
H  -2.7310  0.6890  0.0666  0.389
H  -1.8975  -0.9268  -0.2600  0.384
H  0.7391  -0.1757  1.7414  0.421
H  2.2365  0.3213  1.0505  0.414

Properties
- orbital gap (Eh) = 0.38208
- largest force on an atom (eV/A) = 5.3
- energy relative to the best compared isomer or geometry (same formula, charge and spin) (eV) = 2.012
- net charge = 0
- SMILES = NC(=O)S(N)(=O)=O

=====

Entry 5:
Here is a 2-piece molecular cluster, CH4N2OS overall in a non-equilibrium geometry from the Open Molecules 2025 dataset. Energies are from ωB97M-V/def2-TZVPD.

Last column: natural (NBO) charge in e.
CARTESIAN COORDINATES (ANGSTROEM)
C  1.4955  -0.2101  0.0138  0.869
N  1.8748  1.0523  0.1356  -0.812
N  -2.1717  -0.8890  0.1074  -0.980
O  1.6638  -1.3368  -0.0259  -0.417
S  -1.2328  0.6310  -0.0355  -0.232
H  2.7927  1.1663  -0.1379  0.395
H  1.1528  1.6818  -0.1978  0.452
H  -2.7290  -1.1097  -0.7427  0.360
H  -2.8461  -0.9857  0.8830  0.365

Properties
- orbital gap (alpha / beta) (Eh) = 0.26923 / 0.24884
- largest force on an atom (eV/A) = 4.1
- energy relative to the best compared isomer or geometry (same formula, charge and spin) (eV) = 3.120
- net charge = 0

=====

Entry 6:
Here is one molecule with the formula CH4N2OS in a non-equilibrium geometry from the Open Molecules 2025 dataset. Energies are from ωB97M-V/def2-TZVPD.

Last column: natural (NBO) charge in e.
CARTESIAN COORDINATES (ANGSTROEM)
O  2.2589  -0.5948  -0.0428  -0.609
N  1.4459  0.7111  -0.0473  -0.242
C  0.0719  0.6056  -0.0283  0.205
N  -0.8889  -0.4073  -0.1708  -0.816
S  -2.5142  0.0125  -0.1367  0.221
H  3.2591  -0.0121  -0.3229  0.486
H  -0.6601  1.6136  -0.1326  0.197
H  -0.4915  -1.3833  -0.3541  0.424
H  -2.4812  -0.5453  1.2356  0.134

Properties
- orbital gap (Eh) = 0.33142
- largest force on an atom (eV/A) = 5.7
- energy relative to the best compared isomer or geometry (same formula, charge and spin) (eV) = 5.284
- net charge = 0
- SMILES = O/N=C\NS